DFT (the ωB97M-V functional and the def2-TZVPD basis) results for a molecular structure, C30H41F17NiO2.

Geometry (Å):
C 3.510 2.019 5.424
C 2.982 2.901 4.296
C 2.899 2.047 2.981
C 3.464 3.011 1.838
C 4.627 2.210 1.259
C 5.225 3.093 0.109
C 4.245 3.731 -0.868
C 3.178 2.811 -1.512
C 3.313 2.705 -3.044
C 3.839 1.422 -3.707
C 4.792 0.492 -2.938
C 4.081 -0.764 -2.406
C 4.950 -1.642 -1.482
C 4.178 -2.277 -0.333
C 3.201 -3.387 -0.817
C 1.901 -3.437 -0.024
C 0.934 -4.539 -0.484
C 0.044 -4.096 -1.662
C -1.331 -3.578 -1.222
C -2.546 -4.159 -1.904
C -3.693 -3.869 -0.907
C -4.453 -2.620 -1.403
F -5.012 -2.954 -2.595
F -3.557 -1.625 -1.666
C -5.631 -2.055 -0.506
F -6.793 -2.375 -1.104
F -5.609 -2.634 0.702
C -5.593 -0.521 -0.294
F -5.684 0.068 -1.503
F -4.398 -0.193 0.257
C -6.715 0.002 0.679
F -6.201 -0.025 1.926
F -7.798 -0.796 0.636
C -7.174 1.447 0.366
F -6.075 2.236 0.424
F -7.675 1.494 -0.877
C -8.265 1.993 1.356
F -8.194 1.391 2.551
F -9.465 1.706 0.815
C -8.242 3.545 1.545
F -9.385 3.840 2.184
F -8.253 4.120 0.331
C -7.061 4.168 2.377
F -6.080 4.562 1.579
F -7.501 5.219 3.040
F -6.566 3.289 3.242
C -2.928 -3.775 0.423
O -3.335 -3.734 1.544
O -1.586 -3.781 0.174
H 3.592 2.648 6.312
H 4.503 1.628 5.200
H 2.827 1.194 5.624
H 1.956 3.230 4.471
H 3.630 3.767 4.184
H 1.895 1.737 2.696
H 3.499 1.147 3.100
H 3.837 3.964 2.204
H 2.629 3.185 1.164
H 5.399 2.030 2.007
H 4.282 1.236 0.907
H 5.785 3.893 0.607
H 5.964 2.447 -0.375
H 3.782 4.581 -0.363
H 4.841 4.173 -1.671
H 2.209 3.280 -1.328
H 3.132 1.831 -1.028
H 3.916 3.543 -3.398
H 2.315 2.873 -3.466
H 4.372 1.765 -4.595
H 3.010 0.817 -4.082
H 5.540 0.128 -3.645
H 5.330 1.000 -2.132
H 3.125 -0.493 -1.943
H 3.841 -1.361 -3.288
H 5.802 -1.067 -1.111
H 5.386 -2.440 -2.091
H 4.936 -2.712 0.360
H 3.608 -1.534 0.227
H 3.023 -3.275 -1.887
H 3.710 -4.376 -0.740
H 2.146 -3.595 1.033
H 1.427 -2.458 -0.119
H 1.512 -5.421 -0.779
H 0.324 -4.831 0.366
H 0.542 -3.270 -2.176
H -0.041 -4.895 -2.400
H -1.342 -2.493 -1.375
H -2.447 -5.248 -1.976
H -2.699 -3.830 -2.930
H -4.372 -4.714 -0.969
Ni 4.708 -4.772 0.606

Atoms 1-2, force components in eV/Å:
-0.0438 0.0725 -0.1184
0.2140 -0.4020 -0.0688

Properties
Frontier orbital gap (spin up / spin down) ... 0.2397 / 0.1263 Eh
Total charge ... +2
Calculated total energy ... -123089.790 eV
Multiplicity ... 3